Record 1
ORCA calculation (wB97M-V/def2-TZVPD) on C10H12Br2O as an isolated structure.

```
25
Properties=species:S:1:pos:R:3:nbo_charge:R:1
C 1.772 0.689 -0.402 -0.217
C 1.379 -1.384 0.714 -0.204
C 0.629 1.225 0.189 -0.176
C 0.205 -0.819 1.309 -0.157
C 2.189 -0.624 -0.148 -0.009
C -0.166 0.496 1.049 -0.159
C 3.548 -1.111 -0.542 -0.659
C -1.842 0.748 -1.767 -0.703
C -1.557 0.888 1.331 0.247
C -2.581 0.216 -0.532 -0.255
O -2.196 0.191 2.352 -0.714
Br -4.270 0.929 -0.130 0.055
Br -2.730 -1.705 -0.571 0.042
H 2.362 1.485 -0.938 0.215
H 1.777 -2.305 0.908 0.203
H 0.326 2.169 -0.088 0.199
H -0.453 -1.519 1.795 0.232
H 4.198 -0.521 -1.299 0.230
H 4.265 -1.438 0.247 0.233
H 3.406 -2.167 -0.919 0.222
H -2.680 0.865 -2.407 0.225
H -1.398 1.705 -1.356 0.229
H -1.162 -0.039 -2.068 0.246
H -1.811 1.967 1.225 0.178
H -3.211 0.056 2.048 0.496
```

Summary:
LUMO level = 0.19 eV
Gap between HOMO and LUMO = 8.215 eV
ΔE to the lowest compared entry with this formula, charge and spin = 39.55 kcal per mole
Max |F| = 0.0751 hartree/bohr



Record 2
ORCA calculation (wB97M-V/def2-TZVPD) on C10H12BrCrNP as an isolated structure.

```
26
Properties=species:S:1:pos:R:3:mulliken_spin:R:1
C 2.317 0.344 -0.171 0.006
C 2.077 1.324 0.836 -0.005
C 2.027 0.676 2.098 0.008
C 2.354 -0.705 1.917 -0.003
C 2.440 -0.953 0.502 0.003
Cr -1.488 -2.041 -0.488 3.152
P -1.299 -0.569 -2.513 -0.038
H 2.415 0.528 -1.248 0.000
H 1.972 2.390 0.675 0.000
H 1.799 1.124 3.060 0.000
H 2.575 -1.900 -0.017 0.004
H 2.385 -1.500 2.661 -0.001
H -0.797 -1.163 -3.698 -0.020
H -0.246 0.361 -2.289 0.005
H -2.291 0.294 -3.096 0.004
Br -6.230 -0.003 0.533 -0.001
C -4.464 -0.099 1.269 0.017
C -4.266 -0.187 2.657 -0.025
C -2.967 -0.420 3.109 -0.004
C -1.950 -0.689 2.199 -0.023
N -2.211 -0.724 0.860 -0.010
C -3.396 -0.162 0.401 -0.045
H -5.105 -0.074 3.334 -0.002
H -2.746 -0.444 4.176 0.001
H -0.936 -0.900 2.512 -0.018
H -3.451 0.101 -0.631 -0.007
```

Summary:
Spin multiplicity = 4
⟨S²⟩ = 4.135
LUMO level (alpha / beta) = -1.41 / -1.45 eV
Gap between HOMO and LUMO (alpha / beta) = 4.046 / 3.975 eV
ΔE to the lowest compared entry with this formula, charge and spin = 75.18 kcal per mole
Max |F| = 0.0495 hartree/bohr



Record 3
ORCA calculation (wB97M-V/def2-TZVPD) on a 2-piece molecular cluster, C10H12BrIO4 overall.

```
28
Properties=species:S:1:pos:R:3:nbo_charge:R:1
C 4.371 1.110 1.569 -0.618
C 3.914 2.190 0.597 -0.419
C 2.529 2.773 0.894 -0.339
I 2.599 4.041 2.626 0.122
C 1.476 1.720 0.961 -0.127
C 0.889 1.133 -0.078 -0.177
Br 1.132 1.445 -1.883 0.167
C -0.100 0.126 0.406 0.745
O -0.680 -0.711 -0.198 -0.492
O -0.198 0.288 1.769 -0.489
C 0.884 1.067 2.177 0.764
O 1.237 1.098 3.305 -0.476
H 5.276 0.635 1.191 0.222
H 3.626 0.323 1.698 0.203
H 4.597 1.527 2.551 0.224
H 3.893 1.798 -0.425 0.216
H 4.635 3.008 0.604 0.225
H 2.243 3.457 0.098 0.251
C -3.146 -2.002 -1.781 -0.720
C -4.044 -3.134 -2.214 0.594
O -3.690 -3.957 -3.025 -0.543
C -5.414 -3.189 -1.578 -0.720
H -2.193 -2.066 -2.299 0.238
H -3.619 -1.044 -2.006 0.224
H -2.971 -2.046 -0.706 0.238
H -5.963 -2.271 -1.792 0.226
H -5.319 -3.276 -0.494 0.228
H -5.965 -4.043 -1.965 0.234
```

Summary:
LUMO level = -1.27 eV
Gap between HOMO and LUMO = 8.149 eV
ΔE to the lowest compared entry with this formula, charge and spin = 0.00 kcal per mole
SMILES = CC[C@H](I)C1=C(Br)C(=O)OC1=O.CC(C)=O
Max |F| = 0.0091 hartree/bohr



Record 4
ORCA calculation (wB97M-V/def2-TZVPD) on one molecule with the formula C10H12BrN3O.

```
27
Properties=species:S:1:pos:R:3:nbo_charge:R:1
C -1.317 -3.817 -0.326 -0.421
C -2.212 -2.790 -0.341 0.241
C 1.148 0.122 0.129 0.299
C 1.661 -1.631 -0.115 -0.032
C 0.054 -3.536 -0.143 0.606
C -0.646 -1.254 -0.025 0.531
C -3.683 -3.120 -0.345 -0.636
C 2.088 1.779 -1.189 -0.625
C 1.681 2.327 1.315 -0.623
C 2.039 1.291 0.291 -0.336
N -1.943 -1.503 -0.127 -0.545
N -0.174 0.009 0.216 -0.529
N 0.412 -2.132 -0.240 -0.436
O 0.985 -4.369 -0.172 -0.630
Br 3.223 -2.298 -0.856 0.184
H -1.614 -4.838 -0.357 0.238
H -3.790 -4.209 -0.894 0.212
H -4.313 -2.303 -0.873 0.231
H -4.055 -3.243 0.697 0.232
H 2.465 0.938 -1.900 0.236
H 2.747 2.628 -1.641 0.234
H 1.051 2.107 -1.501 0.205
H 1.679 1.925 2.391 0.227
H 0.719 2.896 1.244 0.213
H 2.390 3.208 1.342 0.233
H 2.973 0.858 0.609 0.249
H -0.914 0.625 0.248 0.440
```

Summary:
LUMO level (alpha / beta) = 0.12 / 0.12 eV
Gap between HOMO and LUMO (alpha / beta) = 7.313 / 7.309 eV
ΔE to the lowest compared entry with this formula, charge and spin = 0.00 kcal per mole
SMILES = Cc1cc(=O)n2c(Br)c(C(C)C)[nH]c2n1
Max |F| = 0.1415 hartree/bohr



Record 5
ORCA calculation (wB97M-V/def2-TZVPD) on one molecule with the formula C10H12BrN3S.

```
27
Properties=species:S:1:pos:R:3:nbo_charge:R:1
C 0.936 -3.000 0.468 -0.624
C 1.030 -1.983 -0.820 -0.455
C 0.983 -0.386 -0.436 -0.001
C 2.332 0.222 0.330 -0.218
C 2.422 1.800 0.780 0.109
N 3.556 2.489 1.514 -0.558
S 3.028 4.158 1.729 0.806
N 1.440 4.251 0.959 -0.552
C 1.169 2.826 0.451 0.088
C -0.176 2.264 -0.316 -0.112
Br -1.714 3.530 -0.748 0.077
C -0.261 0.646 -0.734 0.000
C -1.654 0.081 -1.466 -0.471
C -2.812 0.155 -0.262 -0.226
N -2.835 -1.135 0.585 -0.855
H 0.613 -4.064 0.043 0.222
H 2.023 -3.146 0.909 0.217
H 0.151 -2.695 1.281 0.227
H 0.234 -2.292 -1.652 0.234
H 2.089 -2.183 -1.332 0.233
H 3.228 -0.519 0.586 0.248
H -1.946 0.695 -2.420 0.249
H -1.576 -1.070 -1.738 0.243
H -2.555 1.016 0.524 0.193
H -3.874 0.429 -0.687 0.208
H -3.747 -1.059 1.128 0.361
H -2.081 -1.031 1.325 0.356
```

Summary:
LUMO level = -1.67 eV
Gap between HOMO and LUMO = 6.622 eV
SMILES = CCc1cc2nsnc2c(Br)c1CCN
Max |F| = 0.1211 hartree/bohr



Record 6
ORCA calculation (wB97M-V/def2-TZVPD) on a 2-piece molecular cluster, C10H12Cl3NO3Si overall.

```
30
Properties=species:S:1:pos:R:3:nbo_charge:R:1
O 5.296 -0.941 1.218 -0.220
N 4.621 -0.734 0.294 0.380
O 5.028 0.447 -0.391 -0.432
C 4.045 1.476 -0.174 -0.499
Si 2.247 0.846 -0.402 1.058
C 1.147 2.200 -1.182 -0.944
C 0.033 2.602 -0.233 0.574
O -0.133 3.736 0.122 -0.533
C -0.833 1.483 0.280 -0.076
C -1.190 1.504 1.621 -0.202
C -1.954 0.457 2.115 -0.201
C -2.374 -0.588 1.298 -0.203
C -2.033 -0.590 -0.050 -0.217
C -1.263 0.458 -0.556 -0.227
H 4.156 1.821 0.859 0.201
H 4.274 2.304 -0.838 0.227
H 2.264 -0.317 -1.312 -0.159
H 1.727 0.410 0.907 -0.159
H 0.707 1.811 -2.096 0.262
H 1.736 3.098 -1.361 0.260
H -0.877 2.309 2.269 0.231
H -2.232 0.487 3.160 0.216
H -2.959 -1.370 1.754 0.213
H -2.312 -1.373 -0.746 0.226
H -0.994 0.445 -1.602 0.212
C -3.521 -4.418 -1.027 -0.281
Cl -3.434 -3.053 0.091 0.023
Cl -4.114 -5.869 -0.216 0.022
Cl -4.537 -4.020 -2.414 0.020
H -2.522 -4.620 -1.388 0.228
```

Summary:
LUMO level = -0.28 eV
Gap between HOMO and LUMO = 9.299 eV
SMILES = O=NOC[SiH2]CC(=O)c1ccccc1.ClC(Cl)Cl
Max |F| = 0.0298 hartree/bohr